Record 1
The following is a DFT calculation (ωB97M-V/def2-TZVPD) of a 7-piece molecular cluster, C15H49N4O6 overall.

```
74
C15H49N4O6 (ωB97M-V/def2-TZVPD)
N -0.28852 -0.82500 1.08810
H -1.21914 -1.03931 1.20152
H -0.20983 0.15904 0.52245
H -0.07919 -1.61028 0.62577
H 0.29843 -0.62125 2.00704
C 1.19853 3.92151 0.42802
C 0.27520 3.05692 1.17198
C 1.02333 1.85239 1.64284
O 1.35721 1.03245 0.61103
C 1.84168 -0.20075 0.99657
N -0.27561 3.76902 2.37360
H 1.45025 3.35349 -0.46023
H 2.04118 4.24839 0.87118
H 0.83697 4.78843 0.21125
H -0.65302 2.48477 0.76992
H 0.51269 1.14283 2.40866
H 1.83274 2.03825 2.22210
H 1.31212 -0.72201 1.83304
H 2.93949 0.06204 1.58509
H 2.11568 -0.81383 0.12177
H -0.78443 4.61100 2.11847
H 0.51729 4.28429 2.79984
C -1.27199 1.85492 -3.11984
C -0.87738 3.16773 -2.53784
C -0.58350 3.03710 -1.05144
O -1.36709 2.19133 -0.32478
C -2.46684 2.84834 0.33551
N 0.12180 3.80447 -3.24254
H -2.23081 1.66290 -2.58734
H -0.30515 1.34168 -2.79491
H -1.47904 1.72415 -4.17224
H -1.72884 3.79470 -2.48070
H -0.24022 4.23725 -0.71121
H 0.43459 2.62122 -0.87127
H -2.75287 2.14973 0.83228
H -3.36091 3.05873 -0.28836
H -2.27307 3.80056 1.00405
H -0.30235 3.83787 -4.18447
H 0.18492 4.91112 -3.02721
C -1.39919 -1.60935 -2.79777
C -1.94349 -2.86536 -1.87524
C -0.75584 -3.84641 -1.65016
O -0.39973 -4.21443 -2.91873
C 0.76927 -4.98115 -3.05874
N -2.26749 -2.13243 -0.60782
H -1.16120 -2.09384 -3.73958
H -0.55507 -1.27855 -2.35106
H -2.19236 -0.77726 -2.83055
H -2.81967 -3.27636 -2.47480
H -1.19952 -4.57814 -1.02499
H -0.01110 -3.31471 -1.23197
H 0.66434 -5.92112 -2.67160
H 1.55203 -4.54491 -2.48217
H 1.07115 -4.86427 -4.15398
H -2.52275 -3.04023 0.01447
H -3.08266 -1.56305 -0.71512
C -0.60747 -1.15763 5.30437
O -0.95002 -0.33437 4.19190
H -0.95895 -2.14548 4.99024
H -1.33946 -0.80892 6.06816
H 0.42581 -1.04824 5.55246
H -1.23342 0.61987 4.42138
C 2.56580 -1.29464 -1.64377
O 1.63096 -0.21560 -1.36856
H 2.36628 -1.81982 -2.62125
H 2.75706 -2.02652 -0.87347
H 3.54226 -0.63865 -1.82009
H 1.84822 0.67959 -2.03768
C 1.59387 -3.47738 3.48496
O 1.78233 -2.97200 2.21334
H 2.41847 -4.19183 3.38141
H 0.48529 -3.79617 3.20524
H 1.60801 -2.58629 4.05105
H 2.77394 -2.90058 2.14241
```

total charge = +1
frontier orbital gap = 0.348 Eh
energy above the lowest of the compared OMol25 structures with the same formula, charge and spin = 745.3 kJ/mol

***

Record 2
The following is a DFT calculation (ωB97M-V/def2-TZVPD) of C15H4ClCsF5INOS as an isolated structure.

```
30
C15H4ClCsF5INOS (ωB97M-V/def2-TZVPD)
Cs -1.09236 -0.05509 0.12534
Cl 3.56466 -4.74146 -4.28074
C 2.27255 -3.95808 -3.39727
C 1.05011 -4.57066 -3.31915
C -0.00090 -3.97424 -2.62347
I -1.84973 -4.94572 -2.51484
C 0.10171 -2.73459 -1.96166
O -0.83673 -2.17915 -1.32919
C 1.42419 -2.10570 -2.05691
N 1.57000 -0.91842 -1.42342
C 2.72948 -0.30565 -1.47501
C 3.84242 -0.81909 -2.15781
C 3.72350 -2.01918 -2.80159
C 2.49526 -2.71238 -2.77112
H 0.90010 -5.52712 -3.80138
H 2.80222 0.64525 -0.95515
H 4.77183 -0.26495 -2.16534
H 4.55827 -2.45035 -3.33753
F -2.76619 4.24114 6.22761
C -2.72184 3.94496 4.91676
C -2.30229 2.70390 4.48505
F -1.93173 1.77899 5.38854
C -2.26156 2.41970 3.13404
F -1.82800 1.18336 2.79589
C -2.62434 3.32266 2.12740
S -2.54856 2.95815 0.44247
C -3.04126 4.57433 2.62172
F -3.40640 5.53728 1.76491
C -3.09256 4.87948 3.96687
F -3.50184 6.09263 4.37497
```

total charge = -1
frontier orbital gap = 0.240 Eh
energy above the lowest of the compared OMol25 structures with the same formula, charge and spin = 2.5 kJ/mol

***

Record 3
The following is a DFT calculation (ωB97M-V/def2-TZVPD) of a 10-piece molecular cluster, C15H50O10 overall.

```
75
C15H50O10 (ωB97M-V/def2-TZVPD)
O 0.61554 -0.27879 -3.29113
H 1.16294 -0.17680 -4.07650
H -0.17645 0.23789 -3.47916
O 1.86931 -2.35752 0.25411
H 1.11867 -1.74209 0.28197
H 2.51714 -1.89209 -0.30209
O -3.76008 1.38304 -1.50476
H -4.55592 1.52495 -0.98546
H -3.03181 1.46729 -0.86852
O 0.04526 -0.30457 -0.21155
H 0.17101 -0.24899 -1.16691
H -0.48050 0.47129 0.03881
O -1.80877 1.69007 0.52312
H -1.50670 2.45272 1.02557
H -2.29321 1.12091 1.17337
C -4.40327 -2.02148 2.51132
C -3.09425 -1.49143 1.97569
C -2.89305 -1.75746 0.51763
O -3.05990 -0.03487 2.13359
H -4.36008 -3.11791 2.45250
H -5.23568 -1.69659 1.89763
H -4.47456 -1.82615 3.58197
H -2.22184 -1.88098 2.50742
H -1.89259 -1.47088 0.18859
H -3.65535 -1.30022 -0.11100
H -2.90558 -2.84349 0.36418
H -3.21957 0.18123 3.05798
C 0.83906 -4.87448 -2.68063
C -0.11157 -4.35603 -1.63037
C -1.50106 -4.97122 -1.75017
O 0.41505 -4.68248 -0.32296
H 0.42315 -4.74381 -3.68603
H 1.08176 -5.92028 -2.51199
H 1.76374 -4.29150 -2.65565
H -0.21006 -3.26604 -1.66485
H -1.85032 -4.78520 -2.77816
H -2.19969 -4.50949 -1.05919
H -1.47841 -6.05784 -1.67141
H 0.89123 -3.89497 -0.00814
C 0.57599 0.94014 5.78688
C 1.00489 1.66520 4.53680
C 0.04905 1.40513 3.37506
O 1.06563 3.08614 4.81178
H -0.45914 1.18767 6.04727
H 1.23475 1.14668 6.62575
H 0.55199 -0.14720 5.63457
H 2.03316 1.42729 4.27538
H -0.85000 2.01067 3.48643
H -0.21715 0.34367 3.32181
H 0.54191 1.58153 2.41609
H 0.16517 3.41754 4.88936
C -0.80077 3.42273 -3.03278
C -0.05806 3.62717 -1.72195
C 1.44013 3.75048 -2.00238
O -0.49935 4.85555 -1.11736
H -1.85423 3.16531 -2.88474
H -0.38535 2.55807 -3.55844
H -0.72238 4.32483 -3.63370
H -0.19363 2.79562 -1.02850
H 1.78725 2.85532 -2.52259
H 2.02816 3.83627 -1.08984
H 1.62803 4.58853 -2.67454
H -0.90618 4.66917 -0.26919
C 4.34152 1.23508 -2.44074
C 4.15210 0.40761 -1.17678
C 3.41825 1.15441 -0.08208
O 3.47120 -0.81688 -1.47866
H 3.37835 1.48512 -2.89030
H 4.92441 0.68258 -3.18270
H 4.89547 2.15056 -2.23262
H 5.14049 0.12538 -0.81016
H 2.34285 1.23289 -0.23230
H 3.87711 2.13163 0.09053
H 3.54586 0.61811 0.86520
H 2.81890 -0.65370 -2.16941
```

frontier orbital gap = 0.338 Eh
energy above the lowest of the compared OMol25 structures with the same formula, charge and spin = 40.1 kJ/mol

***

> What is the formula in the second record?

C15H4ClCsF5INOS